(1)
{"formula": "C10H19AlClNO4P", "method": "ωB97M-V/def2-TZVPD", "symbols": ["C", "C", "C", "C", "C", "C", "C", "C", "P", "N", "O", "O", "C", "O", "O", "C", "Cl", "H", "H", "H", "H", "H", "H", "H", "H", "H", "H", "H", "H", "H", "H", "H", "H", "H", "H", "H", "Al"], "coordinates": [[-3.060, 2.619, -1.229], [-2.685, 1.349, -2.016], [-1.685, 0.484, -1.162], [-2.319, -0.892, -0.906], [-1.310, -1.899, -0.307], [-0.469, -1.472, 0.907], [1.041, -1.675, 0.741], [1.937, -0.478, 1.148], [2.846, 0.229, -0.557], [3.093, -1.014, -1.575], [2.068, 1.417, -1.183], [3.027, -1.047, 1.823], [3.603, -0.152, 2.688], [4.708, 0.073, 2.936], [2.449, 0.532, 3.246], [1.504, 0.586, 2.199], [1.363, 2.258, 1.684], [-2.994, 2.521, -0.141], [-2.406, 3.443, -1.519], [-4.102, 2.868, -1.446], [-3.570, 0.781, -2.293], [-2.153, 1.622, -2.927], [-0.718, 0.417, -1.697], [-1.495, 0.973, -0.199], [-3.217, -0.809, -0.294], [-2.638, -1.290, -1.870], [-0.680, -2.283, -1.114], [-1.940, -2.737, 0.026], [-0.756, -2.111, 1.754], [-0.754, -0.456, 1.201], [1.435, -2.470, 1.385], [1.227, -2.019, -0.278], [2.240, -1.388, -2.005], [3.693, -0.737, -2.367], [1.338, 1.247, -1.822], [0.528, 0.368, 2.706], [0.851, 1.141, 4.464]], "orbital_gap_ev": 2.8611, "lumo_energy_ev": -16.276, "e_homo_ev": -19.1, "charge": 3}



(2)
{"formula": "C10H19Br4N4OSi", "method": "ωB97M-V/def2-TZVPD", "symbols": ["C", "Si", "C", "C", "C", "N", "N", "C", "N", "C", "O", "N", "H", "H", "H", "H", "H", "H", "H", "H", "H", "H", "H", "Br", "C", "C", "Br", "H", "H", "H", "H", "Br", "C", "C", "Br", "H", "H", "H", "H"], "coordinates": [[-3.847, -1.837, 5.404], [-3.468, -1.857, 3.516], [-3.994, -3.539, 2.651], [-4.481, -0.469, 2.578], [-1.621, -1.581, 3.049], [-0.411, -2.488, 3.060], [0.713, -1.782, 2.571], [0.205, -0.395, 2.241], [0.872, 0.827, 1.650], [0.175, 1.092, 0.465], [-0.370, 1.212, -0.777], [-1.266, -0.202, 2.536], [-4.943, -2.286, 5.548], [-3.875, -0.772, 5.896], [-3.131, -2.503, 6.061], [-3.007, -4.186, 2.633], [-4.243, -3.250, 1.544], [-4.878, -4.039, 3.237], [-3.879, -0.024, 1.659], [-5.447, -0.980, 2.134], [-4.850, 0.386, 3.287], [1.692, -2.119, 2.423], [-1.831, 0.664, 2.391], [1.163, 1.707, -6.543], [1.609, 1.659, -4.644], [0.564, 2.372, -3.818], [0.756, 4.308, -3.956], [2.610, 2.085, -4.540], [1.643, 0.596, -4.387], [0.694, 2.148, -2.755], [-0.461, 2.131, -4.113], [7.504, 0.116, -4.273], [6.059, 1.387, -4.589], [5.723, 2.157, -3.333], [4.680, 1.068, -2.096], [5.215, 0.818, -4.990], [6.438, 2.060, -5.365], [5.084, 3.014, -3.567], [6.605, 2.505, -2.789]], "orbital_gap_ev": 6.6912, "lumo_energy_ev": -5.155, "e_homo_ev": -11.8, "charge": 1}



(3)
{"formula": "C10H19N2OP", "method": "ωB97M-V/def2-TZVPD", "symbols": ["C", "C", "C", "C", "C", "C", "C", "C", "C", "C", "N", "N", "O", "P", "H", "H", "H", "H", "H", "H", "H", "H", "H", "H", "H", "H", "H", "H", "H", "H", "H", "H", "H"], "coordinates": [[-2.428, 1.224, 3.012], [-2.272, 0.482, 1.710], [-3.473, 0.251, 3.305], [2.739, -1.923, 1.532], [1.286, 2.663, -3.645], [-3.569, -1.689, 1.586], [1.683, -0.907, 0.928], [1.636, 1.323, -3.152], [1.517, -1.015, -0.602], [1.302, 1.242, -1.690], [-3.225, -0.362, 2.024], [0.603, 0.036, -1.170], [-1.457, 0.480, 0.702], [-1.000, -0.132, -1.157], [-3.223, -0.431, 4.083], [-4.390, 0.653, 3.646], [2.783, -2.634, 0.767], [3.668, -1.421, 1.446], [2.516, -2.353, 2.552], [0.282, 2.872, -3.436], [1.926, 3.352, -3.192], [1.331, 2.922, -4.643], [-4.059, -1.605, 0.571], [-2.664, -2.301, 1.677], [-4.237, -2.141, 2.329], [2.027, 0.092, 1.225], [0.582, -0.965, 1.244], [2.691, 1.147, -3.414], [0.919, 0.631, -3.644], [2.372, -1.077, -1.206], [0.856, -1.869, -0.681], [2.323, 1.221, -1.217], [0.955, 2.234, -1.493]], "orbital_gap_ev": [7.1373, 4.9425], "lumo_energy_ev": [0.412, -1.522], "e_homo_ev": [-6.7, -6.5], "charge": 0}



(4)
{"formula": "C10H19N3O2S", "method": "ωB97M-V/def2-TZVPD", "symbols": ["C", "C", "C", "C", "C", "C", "C", "C", "C", "C", "H", "H", "H", "H", "H", "H", "H", "H", "H", "H", "H", "H", "H", "H", "H", "H", "H", "H", "H", "N", "N", "N", "O", "O", "S"], "coordinates": [[3.208, -2.285, -0.220], [4.386, -1.242, -0.552], [4.462, -0.082, 0.525], [3.518, 0.987, 0.066], [1.284, 1.663, 0.210], [-0.132, 1.437, 0.535], [-1.863, -0.071, 1.194], [-2.515, -0.331, -0.151], [-4.568, 0.807, 0.151], [-4.619, -1.243, -0.809], [3.354, -3.023, -1.041], [2.161, -1.809, -0.341], [3.364, -2.835, 0.712], [5.344, -1.796, -0.827], [4.169, -0.718, -1.504], [5.469, 0.465, 0.658], [4.288, -0.316, 1.599], [3.724, 1.967, 0.686], [3.616, 1.305, -0.965], [-1.811, -0.983, 1.756], [-2.518, 0.674, 1.696], [-2.285, 0.486, -0.910], [-2.108, -1.253, -0.557], [-3.901, 1.412, 0.727], [-4.718, 1.142, -0.889], [-5.530, 0.948, 0.654], [-4.032, -2.162, -1.037], [-4.721, -0.751, -1.929], [-5.617, -1.637, -0.395], [1.543, 2.826, -0.269], [-0.865, 2.435, 0.142], [-3.961, -0.513, 0.213], [2.171, 0.657, 0.256], [-0.485, 0.250, 1.031], [0.189, 3.589, -0.415]], "orbital_gap_ev": 9.2721, "lumo_energy_ev": 0.888, "e_homo_ev": -8.4, "charge": 0}



(5)
{"formula": "C10H19N3O5", "method": "ωB97M-V/def2-TZVPD", "symbols": ["N", "C", "C", "C", "C", "C", "N", "C", "O", "N", "C", "C", "C", "O", "O", "C", "O", "O", "H", "H", "H", "H", "H", "H", "H", "H", "H", "H", "H", "H", "H", "H", "H", "H", "H", "H", "H"], "coordinates": [[2.382, -2.928, -4.194], [1.515, -1.723, -4.376], [0.503, -1.522, -3.226], [1.195, -1.252, -1.787], [1.492, 0.172, -1.324], [2.110, 0.050, 0.063], [2.888, -1.181, 0.311], [0.908, 0.251, 1.069], [0.768, -0.413, 2.094], [0.153, 1.309, 0.651], [-1.165, 1.651, 1.268], [-2.105, 0.452, 1.585], [-2.531, -0.226, 0.319], [-1.940, -0.116, -0.810], [-3.377, -1.175, 0.496], [-1.043, 2.304, 2.688], [-0.244, 2.018, 3.546], [-2.050, 3.224, 2.833], [2.975, -3.005, -3.397], [1.760, -3.748, -4.139], [2.305, -0.968, -4.577], [0.896, -1.787, -5.272], [-0.085, -0.718, -3.560], [-0.025, -2.497, -3.092], [2.101, -1.728, -1.860], [0.654, -1.700, -0.973], [2.158, 0.687, -2.046], [0.733, 0.946, -1.253], [2.671, 0.938, 0.400], [3.907, -1.098, 0.256], [2.485, -1.711, 1.038], [0.746, 1.925, 0.132], [-1.777, 2.181, 0.566], [-3.024, 0.788, 2.160], [-1.594, -0.451, 2.108], [-3.490, -1.358, -0.470], [-1.878, 3.658, 3.668]], "smiles": "NCCCC[C@H](N)C(=O)N[C@@H](CC(=O)O)C(=O)O", "orbital_gap_ev": 9.3171, "lumo_energy_ev": 0.444, "e_homo_ev": -8.9, "charge": 0}



(6)
{"formula": "C10H19NO2Si", "method": "ωB97M-V/def2-TZVPD", "symbols": ["C", "O", "Si", "C", "C", "C", "C", "O", "C", "C", "C", "C", "C", "N", "H", "H", "H", "H", "H", "H", "H", "H", "H", "H", "H", "H", "H", "H", "H", "H", "H", "H", "H"], "coordinates": [[0.862, -0.436, -2.913], [1.118, -0.336, -1.573], [0.298, -0.982, -0.303], [-1.489, -0.195, -0.002], [-1.373, 1.348, 0.466], [-0.904, 2.212, -0.663], [-2.797, 1.829, 0.811], [0.098, -2.545, -0.175], [1.154, -3.510, -0.053], [1.520, -0.325, 1.129], [2.868, 0.061, 1.129], [3.290, 0.083, 2.428], [2.209, -0.161, 3.267], [1.143, -0.398, 2.437], [0.513, -1.404, -3.244], [1.727, -0.016, -3.424], [0.117, 0.221, -3.154], [-1.982, -0.740, 0.721], [-2.089, -0.223, -0.799], [-0.720, 1.377, 1.303], [-1.728, 2.360, -1.444], [0.062, 1.836, -0.931], [-0.521, 3.092, -0.261], [-3.204, 1.137, 1.452], [-3.404, 1.881, -0.051], [-2.869, 2.785, 1.261], [1.868, -3.070, 0.739], [1.585, -3.632, -0.978], [0.436, -4.276, 0.344], [3.602, 0.363, 0.372], [4.265, 0.364, 2.591], [2.091, -0.274, 4.363], [0.214, -0.808, 2.620]], "smiles": "CO[Si](CC(C)C)(OC)c1ccc[nH]1", "orbital_gap_ev": 8.6632, "lumo_energy_ev": 0.773, "e_homo_ev": -7.9, "charge": 0}



Computed total energy (hartree) in order:
-1790.800226 -11271.763826 -918.241013 -1105.270427 -932.873914 -887.159488